C41H53N11O6S | ωB97M-V/def2-TZVPD

Element x y z (Å)
1 S -0.50 -0.09 0.31
2 O -1.28 -0.13 -0.89
3 O -0.33 -1.34 0.95
4 O 0.83 0.50 -0.07
5 O -1.12 0.78 1.19
6 N 1.17 2.67 -1.49
7 C 1.14 3.84 -0.80
8 C 1.39 4.95 -1.75
9 C 1.57 4.21 -3.03
10 C 1.42 2.76 -2.84
11 H 1.06 1.76 -1.04
12 H 0.98 3.85 0.32
13 H 1.27 5.95 -1.31
14 H 2.00 4.72 -4.08
15 H 1.52 2.16 -3.59
16 N -1.42 -1.61 3.23
17 C -1.60 -0.71 4.17
18 C -2.08 -1.40 5.40
19 C -2.52 -2.90 4.92
20 C -1.98 -2.84 3.54
21 H -0.84 -1.34 2.23
22 H -1.40 0.43 4.28
23 H -2.09 -1.01 6.36
24 H -2.89 -3.65 5.49
25 H -1.82 -3.61 2.94
26 N -0.53 -3.47 -0.30
27 C -0.86 -4.75 0.00
28 C -0.69 -5.74 -1.15
29 C -0.14 -4.82 -2.22
30 C -0.10 -3.46 -1.63
31 H -0.53 -2.54 0.34
32 H -0.86 -5.07 1.10
33 H -0.90 -6.73 -1.23
34 H -0.05 -5.08 -3.24
35 H 0.28 -2.49 -2.16
36 N -3.62 0.74 1.56
37 C -4.47 1.13 0.50
38 C -5.89 0.95 1.01
39 C -5.90 0.60 2.44
40 C -4.42 0.36 2.69
41 H -2.56 0.52 1.41
42 H -3.77 1.32 -0.42
43 H -6.61 1.54 0.52
44 H -6.66 0.63 3.12
45 H -3.93 -0.01 3.55
46 N -1.08 2.72 2.69
47 C -2.23 3.45 3.02
48 C -1.79 4.63 3.74
49 C -0.30 4.68 3.94
50 C 0.09 3.33 3.19
51 H -1.16 1.85 2.11
52 H -3.17 3.05 2.53
53 H -2.18 5.47 4.23
54 H 0.33 5.66 4.34
55 H 1.04 2.99 3.10
56 N 1.49 -2.73 2.25
57 C 1.35 -3.89 3.02
58 C 2.73 -4.39 3.33
59 C 3.77 -3.32 2.81
60 C 2.80 -2.43 2.14
61 H 0.73 -2.19 1.75
62 H 0.45 -4.32 3.07
63 H 2.97 -5.14 3.96
64 H 4.90 -3.21 3.01
65 H 3.06 -1.67 1.44
66 N -2.40 -0.59 -3.03
67 C -2.63 -1.79 -3.65
68 C -3.11 -1.55 -5.00
69 C -3.30 -0.07 -5.18
70 C -2.77 0.55 -3.84
71 H -2.00 -0.51 -2.04
72 H -2.48 -2.60 -3.22
73 H -3.51 -2.30 -5.71
74 H -3.58 0.53 -6.07
75 H -2.68 1.48 -3.57
76 N 2.37 -0.72 -4.21
77 C 2.85 -1.00 -5.50
78 C 1.57 -1.29 -6.32
79 C 0.44 -0.98 -5.49
80 C 0.99 -0.59 -4.10
81 H 2.84 -0.57 -3.44
82 H 4.02 -0.96 -5.59
83 H 1.54 -1.76 -7.32
84 H -0.58 -1.16 -5.51
85 H 0.53 -0.39 -3.27
86 N 3.06 -0.55 -1.18
87 C 3.33 -1.86 -1.44
88 C 4.78 -1.84 -2.27
89 C 5.09 -0.38 -2.56
90 C 3.99 0.42 -1.69
91 H 2.20 -0.39 -0.66
92 H 2.59 -2.49 -1.18
93 H 5.27 -2.69 -2.68
94 H 5.83 0.10 -2.97
95 H 3.85 1.37 -1.40
96 N 2.50 1.04 1.97
97 C 3.76 1.62 1.82
98 C 4.38 1.60 3.11
99 C 3.36 1.02 4.07
100 C 2.18 0.68 3.32
101 H 1.75 0.85 1.17
102 H 4.04 1.83 0.87
103 H 5.38 1.83 3.44
104 H 3.55 0.60 5.12
105 H 1.30 0.25 3.80
106 C -2.07 3.42 -0.72
107 N -1.85 4.42 -1.85
108 O -2.20 3.98 -2.98
109 O -1.89 5.63 -1.56
110 H -1.73 2.41 -1.07
111 H -3.11 3.50 -0.54
112 H -1.49 3.73 0.15

Kohn-Sham gap, eV: 7.209
Energy relative to the best compared isomer or geometry (same formula, charge and spin), eV: 2.618
Electronic energy, eV: -82867.3131
Net charge: -2
Highest occupied orbital energy, eV: -3.3

Atomic partial charges in e from the Löwdin method, atoms 1 to 6: S 0.333; O -0.248; O -0.310; O -0.363; O -0.286; N -0.016

=====

C18H28N4O2 | ωB97M-V/def2-TZVPD

Element x y z (Å)
1 C -5.75 -1.41 0.17
2 H -5.99 -0.43 0.57
3 H -6.47 -2.13 0.57
4 H -5.87 -1.37 -0.91
5 C -4.33 -1.81 0.54
6 C -4.02 -3.20 -0.01
7 H -4.75 -3.92 0.34
8 H -3.03 -3.53 0.31
9 H -4.04 -3.19 -1.10
10 C -3.34 -0.76 0.02
11 H -3.64 0.22 0.38
12 H -3.40 -0.74 -1.07
13 C -1.90 -1.01 0.48
14 N -1.15 0.23 0.56
15 C 0.03 0.17 1.39
16 H -0.19 -0.40 2.29
17 C 1.24 -0.45 0.68
18 N 1.52 0.31 -0.53
19 C 2.74 -0.14 -1.18
20 C 3.95 0.26 -0.40
21 C 4.03 1.42 0.32
22 C 5.19 1.80 1.04
23 C 6.31 1.04 1.08
24 C 6.28 -0.17 0.36
25 N 7.17 -1.13 0.19
26 O 6.60 -2.04 -0.59
27 N 5.35 -1.73 -0.94
28 C 5.10 -0.56 -0.38
29 H 7.20 1.32 1.63
30 H 5.16 2.74 1.58
31 H 3.17 2.07 0.33
32 H 2.76 -1.23 -1.34
33 H 2.79 0.34 -2.17
34 C 0.37 0.24 -1.41
35 H 0.59 0.80 -2.32
36 C -0.87 0.85 -0.73
37 C -0.72 2.37 -0.58
38 H 0.16 2.59 0.03
39 H -0.56 2.80 -1.57
40 C -1.95 2.99 0.07
41 O -3.11 2.87 -0.73
42 H -2.93 3.27 -1.59
43 H -2.18 2.47 1.00
44 H -1.76 4.05 0.29
45 H -1.74 0.67 -1.37
46 H 0.15 -0.80 -1.71
47 H 2.12 -0.40 1.33
48 H 1.04 -1.51 0.45
49 H 0.29 1.19 1.68
50 H -1.93 -1.43 1.49
51 H -1.42 -1.76 -0.17
52 H -4.25 -1.85 1.64

Kohn-Sham gap, eV: 7.775
Energy relative to the best compared isomer or geometry (same formula, charge and spin), eV: 4.308
SMILES string: CC(C)CCN1CCN(Cc2cccc3nonc23)C[C@@H]1CCO
Electronic energy, eV: -29173.1074
Highest occupied orbital energy, eV: -8.2

Atomic partial charges in e from the Löwdin method, atoms 1 to 6: C -0.084; H 0.076; H 0.074; H 0.080; C -0.445; C -0.080

=====

C5H4N2 | ωB97M-V/def2-TZVPD

Element x y z (Å)
1 C -1.18 -1.26 1.72
2 C -0.81 -0.40 0.97
3 C -0.40 0.71 0.13
4 N 0.99 1.21 0.14
5 C 0.52 0.60 -1.06
6 C 1.26 -0.70 -1.52
7 N 0.32 -1.41 -1.53
8 H -1.50 -2.04 2.37
9 H -1.12 1.52 0.08
10 H 1.59 0.56 0.64
11 H 0.32 1.20 -1.94

Kohn-Sham gap, eV: 9.376
Energy relative to the best compared isomer or geometry (same formula, charge and spin), eV: 5.208
SMILES string: C#C[C@H]1N[C@H]1C#N
Electronic energy, eV: -8224.2856
Highest occupied orbital energy, eV: -9.6

Atomic partial charges in e from the Löwdin method, atoms 1 to 6: C 0.125; C -0.108; C -0.278; N 0.071; C -0.320; C -0.105

=====

C19H28ILaO2 | ωB97M-V/def2-TZVPD

Element x y z (Å)
1 O 1.90 0.99 -0.93
2 C 1.92 2.43 -1.43
3 C 3.10 2.07 -2.34
4 H 2.12 3.06 -0.55
5 H 0.95 2.66 -1.92
6 C 3.11 0.66 -1.69
7 H 3.99 2.67 -2.13
8 H 2.78 2.02 -3.40
9 C 4.19 0.43 -0.66
10 H 4.13 1.20 0.13
11 H 5.15 0.49 -1.17
12 H 4.07 -0.55 -0.19
13 C 2.84 -0.54 -2.58
14 H 2.09 -0.31 -3.34
15 H 2.49 -1.42 -2.00
16 H 3.78 -0.81 -3.06
17 La -0.05 0.41 0.15
18 C -1.85 -1.26 -1.05
19 C -2.40 0.03 -0.81
20 C -1.74 0.96 -1.69
21 H -3.05 0.30 0.03
22 C -0.77 0.23 -2.44
23 C -0.85 -1.14 -2.05
24 H -0.23 -1.94 -2.43
25 H -2.13 -2.17 -0.53
26 H -1.79 2.05 -1.62
27 H -0.06 0.66 -3.15
28 C -0.48 -1.52 1.93
29 C 0.31 -2.25 0.99
30 C 1.61 -1.66 0.95
31 H -0.02 -3.08 0.39
32 C 1.64 -0.57 1.88
33 C 0.34 -0.49 2.50
34 H -0.02 0.32 3.12
35 H -1.53 -1.68 2.15
36 H 2.40 -1.96 0.28
37 H 2.41 0.19 1.94
38 O 5.26 5.02 -2.16
39 C 6.19 4.43 -3.09
40 C 7.22 5.49 -3.49
41 H 5.63 4.11 -3.99
42 H 6.63 3.53 -2.65
43 C 6.40 6.78 -3.34
44 H 7.63 5.33 -4.50
45 H 8.03 5.50 -2.77
46 C 5.50 6.44 -2.15
47 H 5.80 6.92 -4.24
48 H 7.03 7.68 -3.20
49 H 4.54 6.98 -2.17
50 H 6.02 6.74 -1.22
51 I -1.10 2.88 1.34

Kohn-Sham gap, eV: 8.083
Energy relative to the best compared isomer or geometry (same formula, charge and spin), eV: 0.000
Electronic energy, eV: -33213.0029
Highest occupied orbital energy, eV: -7.8

Atomic partial charges in e from the Löwdin method, atoms 1 to 6: O -0.386; C -0.087; C -0.044; H 0.124; H 0.118; C -0.521

=====

C37H29BrGeN5SW | ωB97M-V/def2-TZVPD

Element x y z (Å)
1 W 0.36 0.10 0.42
2 Br 2.89 -0.62 0.87
3 C 2.70 -2.41 0.14
4 C 3.67 -3.34 0.37
5 C 3.56 -4.60 -0.24
6 C 2.52 -4.84 -1.10
7 C 1.52 -3.88 -1.33
8 C 0.46 -4.13 -2.23
9 C -0.54 -3.21 -2.39
10 C -0.53 -2.02 -1.66
11 C 0.49 -1.68 -0.78
12 C 1.56 -2.63 -0.66
13 H 4.52 -3.12 1.02
14 H 4.32 -5.35 -0.06
15 H 2.45 -5.80 -1.60
16 H 0.46 -5.06 -2.77
17 H -1.36 -3.40 -3.08
18 H -1.37 -1.35 -1.79
19 N 0.09 0.06 2.35
20 C -0.30 0.40 3.44
21 N -0.59 0.69 4.58
22 C -1.63 1.16 5.24
23 N -2.54 1.57 5.81
24 N -3.87 -0.55 1.98
25 C -2.77 -0.88 1.32
26 S -2.15 0.28 0.19
27 N -2.18 -2.05 1.49
28 C -2.24 -2.95 2.60
29 C -3.42 -3.28 3.26
30 C -3.37 -4.10 4.38
31 C -2.16 -4.60 4.83
32 C -0.99 -4.31 4.14
33 C -1.03 -3.48 3.03
34 H -4.32 0.33 1.81
35 H -4.26 -1.15 2.70
36 H -1.39 -2.22 0.88
37 H -4.39 -2.98 2.88
38 H -4.29 -4.34 4.90
39 H -2.13 -5.23 5.70
40 H -0.04 -4.71 4.48
41 H -0.11 -3.24 2.50
42 C 0.65 4.20 2.52
43 C 1.83 3.53 2.21
44 C 1.86 2.63 1.16
45 C 0.71 2.38 0.39
46 C -0.48 3.05 0.74
47 C -0.50 3.96 1.79
48 Ge 0.79 1.52 -1.60
49 C 2.29 2.36 -2.54
50 C 2.15 2.39 -3.93
51 C 3.13 2.96 -4.72
52 C 4.28 3.47 -4.13
53 C 4.41 3.47 -2.75
54 C 3.43 2.90 -1.95
55 C -0.86 2.18 -2.49
56 C -1.69 1.31 -3.19
57 C -2.81 1.81 -3.86
58 C -3.10 3.16 -3.81
59 C -2.26 4.03 -3.11
60 C -1.14 3.54 -2.45
61 H 0.64 4.92 3.33
62 H 2.73 3.71 2.79
63 H 2.80 2.14 0.93
64 H -1.38 2.90 0.15
65 H -1.42 4.47 2.04
66 H 1.25 1.98 -4.39
67 H 3.02 2.99 -5.80
68 H 5.08 3.85 -4.75
69 H 5.28 3.92 -2.29
70 H 3.54 2.92 -0.88
71 H -1.45 0.26 -3.26
72 H -3.44 1.13 -4.41
73 H -3.97 3.54 -4.31
74 H -2.48 5.09 -3.09
75 H -0.49 4.23 -1.93

Kohn-Sham gap (alpha / beta), eV: 5.236 / 5.550
Energy relative to the best compared isomer or geometry (same formula, charge and spin), eV: 1.191
Electronic energy, eV: -185492.8332
Net charge: +2
Multiplicity: 2
Highest occupied orbital energy (alpha / beta), eV: -13.4 / -13.4

Atomic partial charges in e from the Löwdin method, atoms 1 to 6: W 1.171; Br 0.947; C -0.507; C -0.081; C -0.033; C 0.008

=====

C19H22N8O3SW | ωB97M-V/def2-TZVPD

Element x y z (Å)
1 W -0.26 -0.58 0.80
2 C 0.82 -4.99 0.05
3 C 0.03 -3.70 -0.06
4 C -1.37 -3.81 0.51
5 O -0.13 -3.27 -1.39
6 C 0.76 -2.58 0.72
7 O 0.51 -2.33 1.93
8 O 1.47 -1.70 0.09
9 H 0.30 -5.78 -0.48
10 H 0.93 -5.29 1.10
11 H 1.83 -4.87 -0.37
12 H -1.90 -4.61 0.00
13 H -1.94 -2.89 0.33
14 H -1.37 -4.00 1.59
15 H 0.63 -3.56 -1.92
16 N 2.91 -0.28 2.06
17 C 2.22 0.84 2.18
18 N 2.76 1.83 2.87
19 C 2.09 2.97 2.92
20 N 2.59 3.97 3.62
21 N 0.89 3.19 2.29
22 C 0.40 2.18 1.68
23 N 0.97 0.94 1.57
24 C -0.94 2.33 1.05
25 C -1.61 3.53 1.04
26 C -2.89 3.57 0.50
27 C -3.45 2.40 0.03
28 C -2.71 1.24 0.08
29 N -1.47 1.22 0.56
30 H 3.80 -0.31 2.53
31 H 2.61 -1.05 1.50
32 H 3.46 3.86 4.11
33 H 2.10 4.85 3.67
34 H -1.12 4.40 1.45
35 H -3.44 4.50 0.47
36 H -4.46 2.38 -0.37
37 H -3.12 0.30 -0.26
38 C 0.54 1.11 -5.41
39 C 0.34 0.74 -3.98
40 C 1.29 1.03 -3.00
41 C 1.08 0.65 -1.70
42 N -0.03 0.01 -1.31
43 C -0.95 -0.30 -2.24
44 C -0.80 0.05 -3.56
45 H 1.39 1.77 -5.55
46 H -0.36 1.60 -5.81
47 H 0.70 0.22 -6.01
48 H 2.20 1.55 -3.26
49 H 1.82 0.86 -0.94
50 H -1.80 -0.88 -1.92
51 H -1.57 -0.23 -4.27
52 S -2.34 -1.40 4.82
53 C -1.87 -1.00 3.40
54 N -1.51 -0.69 2.28

Kohn-Sham gap (alpha / beta), eV: 7.054 / 7.445
Energy relative to the best compared isomer or geometry (same formula, charge and spin), eV: 1.852
Electronic energy, eV: -50773.0065
Net charge: +2
Multiplicity: 3
Highest occupied orbital energy (alpha / beta), eV: -14.0 / -14.7

Atomic partial charges in e from the Löwdin method, atoms 1 to 6: W 1.765; C 0.023; C -0.554; C 0.009; O 0.008; C -0.605

=====

C4H10NO2 | ωB97M-V/def2-TZVPD

Element x y z (Å)
1 N 0.16 0.79 -2.29
2 C 0.04 2.39 -0.33
3 C -0.51 1.95 -1.69
4 H 0.11 -0.01 -1.66
5 H 1.15 1.00 -2.41
6 H -0.04 1.57 0.40
7 H -0.52 3.26 0.05
8 H 1.10 2.67 -0.43
9 H -1.59 1.69 -1.58
10 H -0.44 2.78 -2.40
11 O -0.77 -0.96 1.79
12 O 0.12 -2.06 0.00
13 C -0.16 -1.91 1.22
14 C 0.27 -3.07 2.16
15 H -0.55 -3.81 2.21
16 H 1.18 -3.57 1.78
17 H 0.47 -2.71 3.18

Kohn-Sham gap, eV: 8.145
Energy relative to the best compared isomer or geometry (same formula, charge and spin), eV: 0.533
Electronic energy, eV: -9896.9124
Net charge: -1
Highest occupied orbital energy, eV: -4.1

Atomic partial charges in e from the Löwdin method, atoms 1 to 6: N -0.030; C -0.125; C -0.373; H 0.048; H 0.054; H 0.066

=====

C3H5N3O | ωB97M-V/def2-TZVPD

Element x y z (Å)
1 O -2.13 -0.03 -0.48
2 C -1.41 0.17 0.58
3 C -0.07 0.45 0.59
4 N 0.55 0.42 -0.62
5 N 1.79 0.48 -0.26
6 C 2.02 0.56 1.14
7 N 0.77 0.55 1.64
8 H -1.52 0.03 -1.24
9 H -0.60 -1.84 -2.20
10 H -1.99 0.11 1.48
11 H 2.52 0.46 -0.96
12 H 0.05 -1.61 -1.89

Kohn-Sham gap, eV: 6.598
Energy relative to the best compared isomer or geometry (same formula, charge and spin), eV: 5.371
Electronic energy, eV: -9705.2130
Highest occupied orbital energy, eV: -8.2

Atomic partial charges in e from the Löwdin method, atoms 1 to 6: O 0.110; C -0.022; C -0.437; N 0.073; N -0.030; C -0.170

=====

- Which formula does entry 2 have?
  C18H28N4O2